{
  "formula": "C29H22BrN5O3SSr",
  "method": "ωB97M-V/def2-TZVPD",
  "homo_energy_ev": -1.76,
  "total_charge": -2,
  "energy_ev": -125742.3129,
  "species": ["Sr", "Br", "S", "O", "O", "O", "N", "N", "N", "N", "N", "C", "C", "C", "C", "C", "C", "C", "C", "C", "C", "C", "C", "C", "C", "C", "C", "C", "C", "C", "C", "C", "C", "C", "C", "C", "C", "C", "C", "C", "H", "H", "H", "H", "H", "H", "H", "H", "H", "H", "H", "H", "H", "H", "H", "H", "H", "H", "H", "H", "H", "H"],
  "positions_angstrom": [[-0.1920, 0.7846, -0.2195], [4.3497, -5.5009, -1.9822], [-5.5223, 1.7309, 0.1396], [0.2374, 2.6251, 1.3776], [2.0660, -0.2189, -0.1886], [-0.3409, -1.8108, 0.1537], [-2.7816, 1.1466, -0.2287], [-0.1929, 1.2958, 3.2581], [-0.9255, 1.2246, -3.0131], [-0.2789, 0.1814, 2.4228], [-0.1027, -1.0637, -1.9560], [3.9350, -1.6308, -0.5023], [2.2555, -3.6111, -1.4627], [1.7094, -2.4099, -1.0462], [-1.4891, 0.1523, -5.1102], [0.3154, 5.9197, 5.1152], [3.6230, -3.8282, -1.4007], [0.2272, -2.1883, -1.1840], [-1.5285, -1.0285, -5.8975], [-1.9050, 2.5013, -4.7817], [-0.4258, -4.1367, 0.8458], [-0.5595, -2.2759, -4.0443], [-0.3492, -0.9290, 4.5885], [-0.0514, 3.5493, 4.8954], [-0.3500, -0.9239, 3.0772], [-0.9811, 0.1164, -3.7903], [0.0353, 4.6842, 5.6877], [-0.4148, -2.2519, 2.4570], [0.1400, 3.6301, 3.5178], [0.4186, 4.8695, 2.9525], [0.0524, 2.4157, 2.6162], [0.5066, 6.0072, 3.7433], [-0.5162, -1.1457, -3.2008], [-3.9107, 1.3920, -0.0685], [-1.3753, 2.3616, -3.4888], [-1.9527, 1.3966, -5.5863], [2.5406, -1.3422, -0.5570], [-1.0622, -2.1971, -5.3457], [-0.3641, -2.6757, 1.1810], [4.4634, -2.8376, -0.9155], [-0.5100, -3.0555, 3.1771], [-0.1736, -3.2219, -3.6859], [-1.3370, 3.2189, -2.8233], [-0.1193, 4.6069, 6.7582], [-2.2707, 3.4638, -5.1157], [-1.1722, -0.3199, 4.9649], [0.7216, 6.9661, 3.2854], [0.4908, -4.4660, 0.3547], [0.5591, 4.9111, 1.8808], [-0.2708, 2.5799, 5.3217], [-1.9182, -0.9890, -6.9075], [4.5834, -0.8484, -0.1255], [0.5653, -0.4706, 4.9677], [-0.2730, -3.1135, -1.5023], [-0.4364, -1.9431, 4.9779], [5.5317, -3.0120, -0.8640], [0.3802, 6.8069, 5.7350], [-2.3552, 1.4564, -6.5923], [-1.0757, -3.1031, -5.9448], [-1.2631, -4.3348, 0.1722], [1.6016, -4.3887, -1.8464], [-0.5616, -4.7214, 1.7535]]
}